157
Properties=species:S:1:pos:R:3:forces:R:3:lowdin_charge:R:1 method="wB97M-V/def2-TZVPD" homo_lumo_gap_ev=7.09 total_charge=+1 spin_multiplicity=1 total_energy_ev=-105120.451 e_lumo_ev=-2.49
O -9.468 1.768 -4.288 0.301 -0.447 0.225 -0.066
H 1.688 -6.642 3.376 0.058 0.019 0.033 0.081
C 1.558 -2.020 0.806 -1.697 0.657 1.871 -0.190
C -4.930 1.923 -1.284 0.183 0.677 0.483 -0.161
O -7.032 -0.522 -0.917 0.913 1.037 -0.264 -0.070
H -1.912 0.154 -1.323 -0.014 -0.030 0.359 0.117
C 1.416 -6.141 4.307 0.146 -0.137 -0.219 -0.049
H 3.813 2.180 0.778 0.195 -0.029 0.276 0.103
H 5.902 -5.432 6.313 0.007 0.048 -0.043 0.078
H 6.210 1.781 -8.226 -0.061 0.015 0.059 0.090
H 4.565 -0.656 0.213 -0.420 -0.028 -0.155 0.088
H 0.267 -4.033 5.698 0.017 -0.167 -0.008 0.067
C -3.028 -4.795 5.926 -0.246 -0.650 0.157 -0.504
C -4.998 4.485 -0.888 1.237 0.186 0.095 -0.129
C -2.208 -1.131 1.321 0.777 -0.007 -1.092 -0.109
H 5.973 -2.336 8.465 0.084 -0.082 -0.044 0.083
H 8.000 5.329 3.982 0.025 -0.079 0.097 0.082
H 3.503 2.147 -7.477 0.150 -0.004 0.131 0.125
O 4.044 -3.872 7.407 -0.158 0.002 -0.185 -0.068
H 3.994 -0.127 -8.349 -0.046 0.038 0.013 0.071
H 4.269 -4.063 8.326 0.010 0.024 -0.087 0.092
H -2.848 -3.780 5.564 0.149 0.004 0.120 0.134
H -2.178 1.516 -0.281 -0.532 -0.018 0.220 0.130
C -4.261 3.148 -0.580 -1.110 -0.249 0.031 -0.173
C 4.000 0.735 -9.019 -0.132 -0.144 0.144 -0.060
H 3.291 1.056 -5.257 0.021 -0.255 0.073 0.093
H 7.223 3.391 5.517 0.090 0.082 -0.030 0.082
H -5.579 4.394 -1.811 -0.162 0.138 0.310 0.108
H -9.311 2.893 -7.463 -0.009 0.018 0.026 0.086
H -2.794 -1.860 1.898 0.197 0.053 -0.106 0.124
H 8.482 4.968 2.332 0.036 -0.060 0.003 0.080
O 5.522 1.901 -7.560 -0.150 0.016 0.316 -0.061
H -2.991 -4.234 -2.028 -0.187 0.192 0.366 0.132
H -4.546 -5.851 7.049 0.007 -0.038 -0.119 0.084
H 0.308 -2.082 2.551 -0.205 0.601 -0.337 0.097
O -1.981 -5.095 6.847 0.146 0.252 -0.090 -0.058
H 3.040 0.782 -9.536 0.032 -0.015 -0.027 0.081
H -0.735 -1.431 -0.297 0.062 -0.111 0.155 0.079
C 3.851 -0.005 0.732 0.100 0.314 0.955 -0.211
C -4.370 -4.853 6.639 -0.056 0.224 0.077 -0.063
C 1.342 -3.941 5.508 -0.030 0.191 0.009 -0.050
H 2.791 -4.514 4.030 -0.065 0.088 -0.201 0.137
H -2.009 -5.725 4.260 -0.027 0.036 -0.008 0.056
C -3.908 0.806 -1.567 1.441 2.158 -1.135 -0.220
H 2.648 -1.462 -4.531 -0.078 0.065 0.328 0.058
C -3.935 5.595 -1.054 -0.465 0.524 -0.066 -0.173
C 3.916 0.281 -4.789 0.103 0.463 0.231 -0.302
H -4.591 -0.574 1.835 0.136 0.183 0.076 0.098
H 7.194 1.755 4.876 0.054 -0.008 -0.036 0.075
H 3.702 -0.451 1.726 -0.034 0.000 -0.259 0.100
H -3.717 5.798 -2.114 0.111 -0.269 0.194 0.131
C 4.546 1.380 0.946 0.229 -1.013 -0.627 -0.232
O -3.451 -2.697 -0.775 0.251 0.651 -1.455 -0.045
C -2.980 -5.770 4.759 0.120 0.122 -0.162 -0.059
N 1.796 -1.113 -0.324 2.061 -0.392 -0.199 -0.172
H 5.460 1.057 -0.987 0.250 0.225 -0.001 0.035
C -7.620 2.963 -5.262 0.229 -0.053 0.116 -0.061
H 2.381 -2.079 1.529 0.271 0.134 -0.612 0.115
C -2.101 -2.480 -2.893 -0.702 0.646 -0.328 -0.066
H 4.358 -0.267 -5.628 -0.043 -0.121 0.323 0.099
H 4.786 0.559 -9.759 -0.037 0.107 -0.049 0.084
H 4.971 -1.377 7.387 0.017 -0.017 -0.059 0.079
O -3.016 7.519 1.084 0.815 -0.405 3.375 0.173
C -3.179 -0.458 0.329 -0.294 0.389 0.195 -0.395
H -7.490 0.480 -3.254 0.172 0.445 -0.690 0.091
H -2.124 -5.990 7.178 0.007 0.084 -0.019 0.092
H -5.326 2.320 -2.226 -0.007 -0.492 0.064 0.096
H 5.973 4.063 3.543 0.078 -0.045 -0.035 0.089
H -4.378 2.958 0.494 0.626 0.142 -0.126 0.113
C 7.735 2.702 4.839 -0.021 -0.234 -0.011 -0.064
H -2.737 9.549 -0.733 0.071 -0.229 0.215 0.093
C 5.737 1.530 -0.040 -0.713 0.255 0.490 -0.096
H 6.535 -4.782 7.817 0.037 0.118 0.010 0.083
S 3.733 -1.176 -2.360 -0.589 0.501 0.170 0.874
H 9.524 4.473 3.678 -0.020 0.030 0.014 0.081
H 5.841 0.323 -3.782 -0.093 0.298 0.330 0.073
H -1.440 -3.189 -3.394 -0.025 0.057 0.281 0.067
O 6.406 3.427 2.961 -0.040 -0.198 -0.233 -0.067
C 6.281 -4.524 6.785 -0.035 -0.141 -0.190 -0.062
C 2.965 -0.601 -3.936 0.163 0.011 -0.402 -0.451
H 2.085 -0.007 -3.667 0.135 -0.223 0.087 0.073
H -5.762 1.627 -0.638 0.173 -0.209 -0.218 0.105
P -6.156 -0.759 -2.227 -2.397 -1.195 -0.605 0.469
H 1.881 -4.348 6.362 0.001 0.063 -0.004 0.067
H -4.019 -0.782 -2.785 0.422 -1.023 0.465 0.149
H -3.005 5.342 -0.526 -0.210 -0.176 -0.150 0.124
C 4.272 2.013 -8.241 0.396 -0.086 -0.625 -0.505
C 2.481 0.133 0.043 0.808 0.730 0.101 -0.211
H -8.457 1.101 -5.928 -0.094 -0.087 0.164 0.140
H -7.940 3.908 -4.815 -0.099 0.015 -0.124 0.087
O 1.019 -4.077 3.121 0.208 0.027 -0.254 -0.077
H -1.570 8.208 -1.033 -0.129 0.233 0.239 0.092
C -8.807 2.055 -5.530 -0.136 0.643 -0.071 -0.494
H 4.593 1.484 -3.117 0.346 -0.158 0.052 0.052
H -4.154 -3.115 -2.722 -0.064 -0.074 0.542 0.100
H 1.562 -2.874 5.435 0.114 -0.039 0.017 0.083
C 7.747 3.254 3.421 -0.098 0.451 0.504 -0.496
C -3.245 -3.175 -2.105 0.818 -0.460 -1.021 -0.197
H -3.456 1.121 -2.522 -0.381 -0.181 0.028 0.157
H 5.951 2.595 -0.181 0.196 -0.266 -0.116 0.072
H -2.541 -1.873 -3.711 0.198 -0.147 0.154 0.073
H -10.186 3.620 -6.103 0.119 0.042 -0.008 0.086
H -3.112 -6.798 5.108 -0.096 0.035 0.029 0.087
H 4.957 -3.214 5.713 -0.177 -0.050 0.050 0.134
H 0.345 -6.303 4.458 0.017 0.072 0.136 0.066
C -9.787 2.684 -6.505 -0.171 -0.158 -0.025 -0.054
C 5.737 -2.154 7.413 -0.113 0.195 -0.101 -0.063
C 4.298 3.226 -9.158 -0.084 0.190 0.122 -0.063
H 3.347 3.350 -9.679 0.034 0.001 -0.027 0.080
H -1.061 -2.851 0.754 0.042 0.208 -0.607 0.119
H 4.934 1.397 1.967 -0.249 0.469 -0.114 0.087
H -7.928 -0.199 -1.113 0.169 -0.085 0.243 0.119
H 8.221 2.534 2.752 -0.170 -0.002 -0.093 0.137
H -3.759 -5.550 4.026 0.001 -0.047 0.008 0.079
H 1.301 -3.040 0.521 0.300 0.262 -0.468 0.088
H -1.498 -1.791 -2.295 0.058 -0.415 0.093 0.040
H 0.075 -4.198 3.279 0.108 -0.112 0.107 0.081
H -3.998 0.968 1.616 0.088 -0.267 0.151 0.092
O -4.423 6.831 -0.472 0.271 -0.411 -0.528 -0.044
H -5.603 4.814 -0.038 -0.235 -0.280 -0.313 0.125
H -7.068 3.183 -6.177 -0.012 0.004 0.020 0.089
N -4.268 0.106 1.156 -0.236 0.748 -0.846 0.088
C -3.349 7.578 -0.026 -0.388 1.151 -2.381 -0.562
C 1.727 -4.656 4.225 -0.553 -0.205 0.449 -0.470
H -1.899 -0.343 2.025 -0.276 -0.063 -0.155 0.122
O -6.385 -2.090 -2.720 0.748 -1.495 -0.391 -0.188
N -4.424 -0.625 -1.853 -0.319 2.599 -0.141 0.031
C -0.921 -1.762 0.728 -0.373 -0.507 1.458 -0.176
H 1.957 -6.612 5.128 -0.039 0.011 0.007 0.085
H -4.898 -1.576 -0.071 -0.048 0.122 -0.552 0.150
H -6.944 2.487 -4.550 0.087 0.025 -0.093 0.047
C 2.243 -1.725 -1.472 -0.433 -0.396 -1.112 -1.028
C 8.488 4.580 3.352 0.085 0.030 -0.215 -0.063
H -10.637 2.022 -6.675 0.062 -0.028 -0.030 0.085
H -5.190 -4.606 5.962 -0.011 -0.038 0.024 0.079
H 4.503 4.133 -8.587 -0.053 -0.028 0.019 0.080
H 5.093 3.131 -9.903 -0.063 -0.103 -0.038 0.083
C -3.978 -1.414 -0.657 -0.578 -1.866 3.284 -0.242
H 2.623 0.749 -0.855 -0.170 -0.330 0.042 0.106
H 7.193 -4.218 6.269 0.005 -0.018 0.035 0.081
H 8.748 2.539 5.209 -0.025 0.019 0.024 0.081
C 5.230 -3.425 6.749 0.354 -0.086 0.591 -0.498
H -3.027 8.355 -2.012 0.091 0.184 0.212 0.080
H -4.388 -4.155 7.477 0.012 0.028 -0.056 0.081
H -3.206 3.259 -0.844 -0.150 -0.177 0.023 0.100
O -6.531 0.303 -3.368 0.449 0.245 1.627 -0.087
C 5.027 1.019 -4.006 -0.580 -0.048 -0.827 -0.137
H 0.373 -0.416 1.793 0.300 -0.239 0.274 0.101
H -9.785 2.603 -3.922 -0.025 -0.062 -0.079 0.093
S 1.430 -2.979 -2.166 -0.059 -0.033 0.199 0.663
H 1.859 0.747 0.708 -0.139 -0.410 -0.103 0.117
H 6.633 -1.778 6.916 0.004 -0.005 0.039 0.079
C 0.326 -1.499 1.615 -0.089 -0.450 -1.263 -0.159
H 6.622 1.033 0.372 -0.107 0.070 -0.192 0.076
C -2.625 8.497 -0.999 -0.608 -0.746 -1.161 0.022
H 5.406 1.818 -4.654 0.138 -0.213 0.176 0.067
C -2.660 0.616 -0.662 -0.805 -1.531 0.007 -0.029